[1]
Entry from OMol25: a structure of composition C25H20Br2N4O7SV (the ωB97M-V functional and the def2-TZVPD basis).

Summary:
E_HOMO (alpha / beta) = -0.30989 / -0.30996 hartree
<S²> = 0.76
Spin multiplicity = 2
Energy above the lowest of the compared OMol25 structures with the same formula, charge and spin = 13.9 kcal per mole
Total charge = 0
LUMO level (alpha / beta) = -1.63 / -1.12 eV
HOMO-LUMO gap (alpha / beta) = 6.8 / 7.3 eV

Each line ends with the Löwdin spin population.
Cartesian coordinates (Å):
V  -0.32134  0.13234  0.25175  1.03
O  1.90933  3.28833  -2.15459  0.00
C  1.79487  4.18004  -1.14831  0.00
C  2.59446  5.32116  -1.23481  0.00
C  2.55642  6.27144  -0.23804  0.00
C  1.72449  6.11158  0.87001  0.00
C  0.92895  4.99043  0.95432  0.00
C  0.94382  4.01171  -0.04558  0.00
C  0.06385  2.83760  0.08125  0.00
O  0.29080  1.79378  -0.69461  0.01
N  -0.91922  2.87112  0.93718  0.00
N  -1.56809  1.64274  0.82090  -0.01
C  -2.83912  1.58632  0.95064  0.01
C  -3.60077  0.43123  0.49820  0.00
C  -4.94898  0.29522  0.83948  0.00
C  -5.70833  -0.72517  0.30009  0.00
C  -5.13750  -1.59945  -0.62339  0.00
C  -3.81163  -1.47561  -1.00218  0.00
C  -3.04217  -0.47386  -0.42480  0.00
O  -1.73942  -0.35334  -0.73923  -0.03
H  1.42490  2.48161  -1.90665  0.00
H  3.24141  5.42920  -2.09451  0.00
H  3.18999  7.14596  -0.31530  0.00
H  1.70298  6.85507  1.65413  0.00
H  0.27378  4.84244  1.80152  0.00
H  -3.36344  2.48060  1.28331  0.00
H  -5.39175  0.99886  1.53376  0.00
H  -6.74686  -0.83292  0.57947  0.00
H  -5.73960  -2.38663  -1.05817  0.00
H  -3.35759  -2.13979  -1.72375  0.00
C  5.26355  0.90596  -2.07681  0.00
C  4.05535  0.08336  -2.41272  0.00
C  4.07747  -0.95654  -3.33355  0.00
C  2.92375  -1.68498  -3.58086  0.00
C  1.78834  -1.32145  -2.88034  0.00
Br  0.18455  -2.32517  -3.19946  0.00
N  1.72290  -0.34129  -2.01182  0.01
C  2.84373  0.34076  -1.78501  0.00
H  6.13102  0.58339  -2.65125  0.00
H  5.50788  0.82189  -1.01716  0.00
H  5.08563  1.96081  -2.29013  0.00
H  4.99265  -1.20665  -3.85600  0.00
H  2.90257  -2.50596  -4.28096  0.00
H  2.77880  1.12235  -1.03704  0.00
O  3.05811  -0.58428  1.31310  0.00
S  1.70875  -0.93688  1.60345  0.00
O  1.43208  -1.63850  2.81422  0.00
O  0.83311  0.46252  1.61936  -0.04
O  0.95941  -1.49129  0.39420  0.02
Br  -2.81212  -0.70981  5.55154  0.00
C  -2.33791  -1.48224  3.89963  0.00
C  -2.65357  -2.79634  3.60284  0.00
C  -2.26303  -3.30124  2.37421  0.00
C  -1.59131  -2.47840  1.49068  0.00
N  -1.30806  -1.20988  1.78285  0.01
C  -1.65518  -0.72090  2.96961  0.00
H  -3.18087  -3.41072  4.31956  0.00
H  -2.46904  -4.32670  2.10374  0.00
H  -1.24704  -2.82828  0.52613  0.00
H  -1.35023  0.29478  3.18832  0.00

[2]
Entry from OMol25: a structure of composition C25H20BrHfN2O5S (the ωB97M-V functional and the def2-TZVPD basis).

Summary:
E_HOMO = -0.38218 hartree
Energy above the lowest of the compared OMol25 structures with the same formula, charge and spin = 18.8 kcal per mole
Total charge = +1
LUMO level = -3.22 eV
HOMO-LUMO gap = 7.2 eV

Each line ends with the natural charge from an NBO analysis.
Cartesian coordinates (Å):
Hf  0.35047  -0.18836  0.75990  2.06
O  2.03214  -1.40535  0.98775  -0.66
C  1.54915  -1.47473  2.16305  0.74
O  0.28706  -1.63168  2.21958  -0.66
C  2.27772  -0.94156  3.33302  -0.14
C  3.19842  -1.61588  4.11768  -0.18
C  3.80654  -0.96151  5.17465  -0.22
C  3.49605  0.36707  5.43150  -0.17
C  2.59113  1.04720  4.63437  -0.22
C  1.96209  0.40820  3.56768  -0.11
S  0.81431  1.34164  2.58335  -0.16
H  3.42832  -2.65127  3.89926  0.22
H  4.52149  -1.48605  5.79331  0.23
H  3.96271  0.88440  6.25926  0.23
H  2.35028  2.08536  4.82290  0.23
Br  -0.81101  5.63158  -3.75378  0.09
C  0.54198  4.71656  -2.79798  -0.08
C  1.82560  5.24181  -2.74369  -0.19
C  2.81493  4.56950  -2.03882  -0.20
C  2.52886  3.37892  -1.39565  -0.15
C  1.23623  2.86391  -1.45993  -0.13
C  0.23264  3.53357  -2.15754  -0.20
C  0.91884  1.60672  -0.78528  0.79
O  1.80532  0.89138  -0.22870  -0.70
O  -0.28169  1.16031  -0.70205  -0.75
H  2.04596  6.17160  -3.24986  0.24
H  3.81096  4.98810  -1.99582  0.23
H  3.28541  2.84543  -0.83646  0.24
H  -0.76839  3.12710  -2.18921  0.24
C  -3.41818  -2.24400  -2.56081  -0.42
N  -3.32520  -1.27514  -1.48997  -0.15
N  -2.22474  -1.18874  -0.67552  -0.22
C  -2.47812  -0.29784  0.33458  0.60
O  -1.58484  -0.03750  1.21087  -0.74
C  -3.78523  0.16730  0.13374  -0.38
C  -4.27446  -0.46344  -0.99134  0.28
C  -5.61285  -0.34489  -1.62316  -0.66
C  -1.02612  -1.95580  -0.81095  -0.01
C  -0.01997  -1.55290  -1.70375  -0.26
C  1.13246  -2.31874  -1.81285  -0.17
C  1.26979  -3.48325  -1.06668  -0.14
C  0.27432  -3.87656  -0.18782  -0.20
C  -0.87170  -3.10746  -0.04162  -0.11
H  -2.42309  -2.46893  -2.93603  0.23
H  -4.01146  -1.82955  -3.37143  0.24
H  -3.87973  -3.17164  -2.21629  0.22
H  -4.28734  0.88761  0.75512  0.26
H  -6.23526  0.32645  -1.03904  0.26
H  -6.10447  -1.31733  -1.68037  0.24
H  -5.53837  0.05115  -2.63742  0.24
H  -0.19099  -0.70990  -2.35873  0.26
H  1.90532  -2.02690  -2.51040  0.25
H  2.16505  -4.08174  -1.16719  0.24
H  0.38867  -4.78154  0.39306  0.24
H  -1.65701  -3.40269  0.64150  0.24

[3]
Entry from OMol25: a structure of composition C25H20ClF5InP (the ωB97M-V functional and the def2-TZVPD basis).

Summary:
E_HOMO = -0.24436 hartree
Total charge = 0
LUMO level = -1.19 eV
HOMO-LUMO gap = 5.5 eV

Each line ends with the natural charge from an NBO analysis.
Cartesian coordinates (Å):
C  3.81508  -0.73309  1.19381  -0.29
C  3.46004  -0.33232  -0.10227  -0.23
C  3.16919  1.05941  -0.10952  -0.27
H  3.51491  -0.93193  -1.00900  0.22
C  3.35622  1.57525  1.18837  -0.28
C  3.82356  0.44794  2.07047  -0.54
H  4.35564  0.55056  3.04923  0.26
H  4.19722  -1.71112  1.48284  0.23
H  2.89900  1.64688  -0.98532  0.23
H  3.28799  2.61520  1.51039  0.24
In  1.86434  0.45169  3.36487  1.47
Cl  0.56634  2.53628  3.29524  -0.57
P  -0.93672  0.18413  -0.75720  0.78
C  -0.48664  1.75204  -1.51384  -0.32
C  -0.51332  1.73445  -2.92006  -0.21
H  -0.73329  0.78993  -3.40699  0.23
C  -0.34851  2.95522  -3.56070  -0.22
H  -0.44855  2.95979  -4.65837  0.22
C  -0.08186  4.09740  -2.76689  -0.20
H  0.00278  5.03124  -3.30398  0.21
C  0.04747  4.07444  -1.37116  -0.22
H  0.26072  4.99126  -0.82183  0.22
C  -0.11141  2.86248  -0.71123  -0.20
H  -0.00642  2.74263  0.36823  0.24
C  -0.48676  -1.30095  -1.68316  -0.31
C  0.75895  -1.34933  -2.35626  -0.23
H  1.42874  -0.48794  -2.32565  0.22
C  1.01009  -2.45952  -3.14877  -0.22
H  1.89019  -2.47155  -3.80034  0.22
C  0.07252  -3.50731  -3.13099  -0.19
H  0.21077  -4.33025  -3.82241  0.20
C  -1.07559  -3.52660  -2.31864  -0.22
H  -1.80667  -4.33819  -2.33402  0.22
C  -1.32105  -2.42821  -1.50934  -0.22
H  -2.19161  -2.33418  -0.85667  0.22
C  -2.51531  0.16947  0.10551  -0.32
C  -3.48101  0.85163  -0.61935  -0.21
H  -3.19725  1.32574  -1.55625  0.23
C  -4.77997  0.80587  -0.11711  -0.19
H  -5.56563  1.28006  -0.73146  0.22
C  -5.00305  0.17127  1.11546  -0.21
H  -6.02102  0.12177  1.44803  0.21
C  -3.98027  -0.42134  1.87192  -0.21
H  -4.21318  -0.90144  2.82932  0.22
C  -2.66971  -0.38096  1.40030  -0.19
H  -1.81105  -0.77582  1.95262  0.23
F  -0.31478  -1.52878  4.44357  -0.32
C  1.01830  -1.24293  4.40489  0.23
F  1.38771  -0.90253  5.79852  -0.37
C  1.71798  -2.54438  3.96280  0.90
F  1.57266  -3.52572  4.88212  -0.30
F  1.32057  -2.97320  2.73833  -0.30
F  3.09162  -2.34445  3.83195  -0.33

| no. | strongest force on any atom (eV/Å) |
| --- | --- |
| 1 | 1.36 |
| 2 | 2.21 |
| 3 | 4.02 |